The following is a quantum chemistry calculation of a molecular structure, C37H40AsN6O2PtS in a non-equilibrium geometry, from the Open Molecules 2025 dataset.

Summary:
net charge: +3
relative energy (zero: lowest compared OMol25 entry of this formula, charge and spin): 34.27 kcal/mol
HOMO level (spin up / spin down): -15.51 / -15.51 eV
frontier orbital gap (spin up / spin down): 3.47 / 3.36 eV
electronic energy: -126946.6535 eV
E_LUMO (spin up / spin down): -12.04 / -12.15 eV

Each line ends with the Mulliken charge.
Positions of all 88 atoms, in Å:
Pt 1.645 0.267 0.110  1.0973
C 2.164 -4.036 -0.124  -0.5334
C 2.124 -2.696 -0.507  -0.2768
N 1.975 -1.746 0.407  0.0246
C 1.860 -2.112 1.710  0.4303
C 1.828 -3.454 2.042  -0.4196
N 1.985 -4.411 1.132  -0.4969
C 1.737 -0.992 2.671  -0.0775
C 1.876 -1.050 4.043  -0.5216
C 1.773 0.123 4.806  0.8186
C 1.527 1.327 4.125  -0.6157
C 1.417 1.329 2.751  0.2723
N 1.520 0.183 2.062  -0.0387
C 1.275 2.507 1.868  0.3532
C 0.997 3.794 2.304  -0.4582
N 0.942 4.827 1.474  -0.5035
C 1.185 4.591 0.193  -0.9204
C 1.428 3.310 -0.287  -0.2330
N 1.452 2.270 0.543  0.0863
C 1.951 0.097 6.271  0.9561
C 1.750 -1.074 6.999  -0.6119
C 1.952 -1.048 8.369  -0.4292
N 2.331 0.034 9.040  -0.5279
C 2.518 1.148 8.341  -0.4518
C 2.343 1.236 6.969  -0.5572
H 2.325 -4.812 -0.861  0.4354
H 2.201 -2.388 -1.540  0.4224
H 1.667 -3.768 3.065  0.4538
H 2.107 -1.992 4.517  0.5797
H 1.419 2.249 4.675  0.3579
H 0.808 3.994 3.350  0.4519
H 1.186 5.441 -0.478  0.4441
H 1.635 3.112 -1.331  0.7570
H 1.404 -1.987 6.538  0.4131
H 1.799 -1.944 8.958  0.3853
H 2.829 2.018 8.906  0.3871
H 2.550 2.175 6.477  0.3478
C -1.162 3.555 -3.964  -1.1660
As -0.497 2.027 -2.961  0.6545
C -1.734 1.898 -1.486  -0.7855
C -0.610 0.344 -4.038  -0.0564
C -1.901 0.567 -4.676  -0.3950
C -1.960 1.119 -5.974  -0.2789
C -3.172 1.266 -6.608  -0.7854
C -4.346 0.893 -5.950  -0.3317
C -4.310 0.373 -4.655  -1.1430
C -3.099 0.222 -4.016  0.4251
H -2.214 3.394 -4.189  0.4140
H -0.589 3.700 -4.877  0.4327
H -1.060 4.436 -3.331  0.4720
H -2.742 1.811 -1.889  0.6105
H -1.673 2.823 -0.911  0.5934
H -1.477 1.033 -0.874  -0.1668
H -0.557 -0.430 -3.272  -0.3178
H 0.244 0.306 -4.708  0.8370
H -1.042 1.399 -6.479  0.4970
H -3.219 1.661 -7.613  0.4788
H -5.297 1.007 -6.452  0.4586
H -5.230 0.090 -4.164  0.4886
H -3.054 -0.177 -3.009  0.6535
C -1.942 -3.092 -2.131  -1.0790
S -1.193 -2.541 -0.604  0.6772
O -0.903 -1.061 -0.769  -0.8483
C -2.597 -2.714 0.462  0.6387
C -2.680 -3.855 1.247  -0.5129
C -3.786 -4.027 2.068  -0.6971
C -4.774 -3.055 2.110  -0.5437
C -4.671 -1.909 1.329  -0.6873
C -3.580 -1.733 0.495  -0.2657
H -2.842 -2.509 -2.325  0.2848
H -2.199 -4.144 -2.017  0.4944
H -1.212 -2.980 -2.931  0.3816
H -1.899 -4.605 1.212  0.4431
H -3.874 -4.917 2.674  0.4345
H -5.628 -3.186 2.760  0.4250
H -5.449 -1.158 1.369  0.4452
H -3.481 -0.842 -0.113  0.1750
C 4.189 0.116 -1.751  -1.5266
C 2.970 0.398 -2.605  0.8910
C 3.127 1.715 -3.379  -1.4650
O 1.744 0.399 -1.883  -0.4485
H 5.087 0.221 -2.359  0.4758
H 4.184 -0.894 -1.344  0.2928
H 4.260 0.829 -0.926  0.3313
H 2.837 -0.395 -3.356  0.2077
H 3.467 2.509 -2.712  0.3410
H 2.189 2.005 -3.853  0.2505
H 3.877 1.586 -4.157  0.4943